[1]
Computed, not measured: C39H38BaFN7O8 as an isolated structure in a non-equilibrium geometry, with wB97M-V/def2-TZVPD.

Last column: Löwdin charge in e.
Cartesian coordinates (Å):
Ba: -0.863 3.475 -0.374  2.03
C: -1.690 5.481 3.542  -0.09
O: -2.438 6.628 3.155  -0.10
C: -3.408 6.425 2.201  -0.24
C: -4.680 6.858 2.488  -0.02
C: -5.708 6.749 1.547  -0.12
C: -5.424 6.180 0.328  -0.08
C: -4.140 5.708 0.009  -0.15
C: -3.973 5.160 -1.329  -0.11
N: -2.967 4.491 -1.752  -0.14
N: -3.065 4.117 -3.095  0.04
C: -1.908 3.771 -3.592  -0.55
O: -0.764 3.753 -3.009  -0.30
C: -1.943 3.329 -5.031  -0.16
C: -0.747 3.206 -5.732  -0.05
C: -0.741 2.770 -7.051  -0.10
C: -1.933 2.446 -7.682  -0.11
C: -3.131 2.569 -6.988  -0.09
C: -3.138 3.010 -5.674  -0.04
C: -3.070 5.845 0.940  -0.34
O: -1.849 5.503 0.691  -0.36
H: -1.435 5.612 4.594  0.08
H: -0.778 5.390 2.952  0.07
H: -2.268 4.563 3.428  0.09
H: -4.856 7.296 3.463  0.11
H: -6.704 7.104 1.778  0.09
H: -6.203 6.085 -0.421  0.10
H: -4.787 5.342 -2.036  0.11
H: 0.172 3.464 -5.222  0.11
H: 0.197 2.690 -7.588  0.09
H: -1.931 2.106 -8.710  0.09
H: -4.066 2.320 -7.476  0.10
H: -4.061 3.117 -5.122  0.10
F: 3.573 -2.519 -1.787  0.08
C: 3.126 -2.166 -0.562  -0.19
C: 2.544 -0.949 -0.373  0.08
C: 2.073 -0.598 0.896  -0.07
C: 1.296 0.644 1.060  -0.34
O: 1.312 1.529 0.209  -0.03
C: 0.486 0.676 2.261  -0.05
C: 0.795 -0.148 3.282  0.04
N: 1.728 -1.156 3.206  -0.01
C: 1.955 -1.993 4.351  -0.29
C: 3.347 -2.070 4.913  -0.09
C: 2.275 -1.323 5.650  -0.07
C: 2.253 -1.479 1.967  -0.15
C: 2.878 -2.717 1.753  0.04
C: 3.283 -3.090 0.485  -0.15
N: 3.850 -4.344 0.192  -0.07
C: 3.282 -5.095 -0.928  -0.11
C: 2.691 -6.427 -0.452  -0.08
N: 2.136 -6.238 0.921  0.04
C: 3.226 -6.017 1.924  -0.08
C: 4.336 -5.175 1.265  -0.13
C: -0.727 1.598 2.361  -0.69
O: -0.882 2.235 3.398  0.04
O: -1.459 1.539 1.326  -0.24
H: 2.421 -0.253 -1.193  0.15
H: 0.290 -0.049 4.235  0.15
H: 1.345 -2.892 4.391  0.14
H: 4.105 -1.486 4.411  0.12
H: 3.682 -3.018 5.313  0.10
H: 2.327 -0.243 5.645  0.12
H: 1.865 -1.757 6.550  0.11
H: 2.998 -3.391 2.587  0.10
H: 4.031 -5.298 -1.697  0.14
H: 2.496 -4.499 -1.389  0.12
H: 3.440 -7.216 -0.390  0.13
H: 1.890 -6.760 -1.108  0.14
H: 1.579 -7.048 1.188  0.18
H: 1.444 -5.437 0.909  -0.07
H: 3.603 -6.992 2.233  0.13
H: 2.775 -5.531 2.786  0.12
H: 5.097 -5.843 0.855  0.13
H: 4.829 -4.561 2.016  0.13
O: 0.847 -4.526 1.222  -0.04
C: -0.119 -3.573 1.654  -0.11
N: -0.221 -2.482 0.714  0.14
C: -0.304 -2.719 -0.616  -0.38
O: -0.188 -3.876 -1.054  0.04
C: -0.470 -1.553 -1.507  -0.12
C: -0.147 -1.676 -2.857  0.00
C: -0.211 -0.553 -3.654  -0.01
C: -0.577 0.660 -3.073  -0.07
N: -0.921 0.774 -1.791  0.06
C: -0.887 -0.316 -1.032  -0.08
H: 0.619 -4.593 0.249  0.10
H: 0.189 -3.174 2.619  0.12
H: -1.082 -4.079 1.759  0.15
H: -0.251 -1.535 1.062  0.12
H: 0.159 -2.639 -3.246  0.12
H: 0.038 -0.589 -4.705  0.11
H: -0.581 1.583 -3.639  0.08
H: -1.185 -0.141 0.000  0.10

Atomic forces in eV per Å
Ba 0.0 0.4 -0.3
C 0.0 0.0 0.0
O 0.0 0.0 0.0
C 0.0 0.0 0.0
C 0.0 0.0 0.0
C 0.0 0.0 0.0
C 0.0 0.0 0.0
C 0.0 0.0 0.0
C 0.0 0.0 0.0
N 0.0 -0.1 -0.1
N 0.0 0.0 0.0
C 0.0 0.0 0.0
O 0.0 -0.1 0.2
C 0.0 0.0 0.0
C 0.0 0.0 0.0
C 0.0 0.0 0.0
C 0.0 0.0 0.0
C 0.0 0.0 0.0
C 0.0 0.0 0.0
C 0.0 0.1 0.0
O 0.0 -0.3 0.0
H 0.0 0.0 0.0
H 0.0 0.0 0.0
H 0.0 0.0 0.0
H 0.0 0.0 0.0
H 0.0 0.0 0.0
H 0.0 0.0 0.0
H 0.0 0.0 0.0
H 0.0 0.0 0.0
H 0.0 0.0 0.0
H 0.0 0.0 0.0
H 0.0 0.0 0.0
H 0.0 0.0 0.0
F 0.0 0.1 0.0
C -0.1 0.0 0.0
C 0.0 0.1 0.0
C 0.1 0.2 0.1
C 0.1 0.0 -0.1
O 0.0 0.1 0.0
C 0.0 0.0 -0.1
C 0.0 -0.1 0.0
N -0.1 0.0 0.1
C 0.1 0.0 0.0
C 0.0 0.0 0.0
C 0.0 0.0 0.0
C 0.4 -0.1 -0.1
C 0.3 0.3 0.1
C 0.2 0.0 0.0
N -0.2 0.1 0.1
C 0.0 0.0 0.0
C 0.2 -0.3 0.3
N 2.3 -3.2 -1.1
C -0.3 0.0 -0.3
C 0.0 -0.1 0.1
C -0.1 -0.1 0.2
O 0.0 -0.1 0.0
O 0.1 0.0 0.1
H 0.0 0.0 0.0
H 0.0 0.0 0.0
H 0.0 0.0 0.1
H 0.0 0.0 0.0
H 0.0 0.0 0.0
H 0.0 0.0 0.0
H 0.0 0.0 0.0
H 0.0 0.0 0.0
H 0.0 0.0 0.0
H 0.0 0.0 0.0
H 0.0 0.0 -0.1
H 0.0 0.0 0.0
H 0.2 -0.1 0.0
H 1.8 -2.1 1.0
H 0.0 0.0 0.0
H 0.0 0.1 0.0
H 0.0 0.0 0.0
H 0.0 0.0 0.0
O -3.4 4.2 0.3
C -0.8 0.6 0.1
N -0.2 -0.5 0.0
C -0.1 0.2 0.0
O 0.3 -0.3 0.3
C 0.0 -0.1 0.1
C 0.0 0.0 0.0
C 0.0 0.0 0.0
C 0.0 0.0 0.0
N -0.1 -0.1 0.0
C 0.1 0.1 0.0
H -0.9 1.0 -0.6
H 0.0 -0.1 -0.1
H 0.0 0.0 0.0
H 0.0 0.0 0.1
H 0.0 0.0 0.0
H 0.0 0.0 0.0
H 0.0 0.0 0.0
H -0.1 0.0 0.0

Computed properties:
E_tot (eV): -71281.1574
Multiplicity: 1
Relative energy (zero: lowest compared OMol25 entry of this formula, charge and spin) (kcal/mol): 0.0
HOMO-LUMO gap (eV): 4.2672

---

[2]
Computed, not measured: a 5-piece molecular cluster, C39H38F19IN2O13S overall in a non-equilibrium geometry, with wB97M-V/def2-TZVPD.

Last column: Löwdin charge in e.
Cartesian coordinates (Å):
C: -1.209 3.639 0.819  -0.09
C: -2.140 2.974 -0.401  -0.20
O: -1.216 2.746 -1.523  -0.26
C: -1.458 1.462 -2.200  -0.18
C: 0.040 0.951 -2.741  -0.10
C: 1.202 1.959 -2.086  0.01
C: 1.916 1.587 -0.619  -0.11
S: 1.370 -0.022 0.166  0.89
O: 1.910 -0.283 1.591  -0.34
O: -0.195 -0.185 0.262  -0.34
F: 1.893 -1.386 -0.796  -0.25
C: 3.032 2.639 -0.040  0.00
C: 3.796 2.321 1.414  -0.15
C: 5.047 1.241 1.235  -0.64
O: 4.930 -0.087 1.302  -0.12
I: 7.100 2.018 0.907  0.79
C: 3.444 4.028 -0.870  -0.06
N: 4.454 4.921 -0.208  0.13
C: 4.753 6.168 -0.990  0.01
C: 5.813 7.263 -0.347  -0.14
F: 6.964 7.419 -1.278  0.03
F: 5.114 8.602 -0.312  0.00
C: 6.239 6.945 1.209  -0.15
F: 5.082 6.776 2.133  0.04
F: 7.188 5.803 1.206  0.01
F: 6.999 8.140 1.736  0.02
C: 4.064 6.455 -2.436  -0.01
F: 4.488 7.726 -3.134  -0.03
N: 3.064 5.604 -3.167  0.14
C: 2.779 4.405 -2.306  -0.07
C: 1.642 3.333 -2.902  0.01
C: 0.936 3.656 -4.346  -0.16
O: -0.534 3.691 -4.331  -0.17
C: -1.062 5.006 -3.937  -0.14
C: -0.612 5.896 -2.635  0.00
C: -1.298 7.365 -2.243  -0.06
C: -2.520 8.005 -3.154  -0.08
C: -2.993 7.126 -4.495  -0.06
C: -2.283 5.661 -4.875  0.01
H: -0.109 3.821 0.390  0.07
H: -1.595 4.688 1.163  0.07
H: -1.080 2.907 1.727  0.08
H: -2.722 2.026 -0.037  0.13
H: -2.879 3.840 -0.750  0.13
H: -1.944 0.632 -1.521  0.13
H: -2.085 1.650 -3.197  0.13
H: 0.241 -0.188 -2.489  0.11
H: 0.101 1.029 -3.921  0.12
H: 3.020 1.981 2.255  0.14
H: 4.306 3.301 1.867  0.11
H: 1.301 4.634 -4.874  0.14
H: 1.242 2.761 -5.074  0.15
H: 0.220 5.516 -1.905  0.07
H: -0.938 7.994 -1.308  0.08
H: -3.037 9.040 -2.863  0.09
H: -3.879 7.598 -5.117  0.08
H: -2.722 5.127 -5.823  0.09
C: -4.031 -4.836 -3.154  -0.05
C: -4.891 -3.585 -3.189  -0.20
O: -4.072 -2.405 -3.182  0.02
C: -3.515 -2.052 -4.384  -0.32
O: -3.677 -2.685 -5.425  0.15
C: -2.710 -0.762 -4.248  -0.45
F: -1.890 -0.764 -3.158  0.09
F: -3.514 0.332 -4.116  0.13
F: -1.909 -0.518 -5.323  0.15
H: -3.346 -4.809 -2.301  0.09
H: -4.654 -5.732 -3.083  0.07
H: -3.413 -4.918 -4.054  0.08
H: -5.514 -3.545 -2.290  0.11
H: -5.569 -3.583 -4.050  0.13
C: -7.971 -6.036 2.342  -0.06
C: -6.914 -6.610 1.415  -0.21
O: -7.418 -6.717 0.075  0.02
C: -7.428 -5.558 -0.659  -0.32
O: -7.043 -4.473 -0.228  0.14
C: -7.941 -5.817 -2.072  -0.47
F: -9.075 -6.576 -2.091  0.14
F: -7.027 -6.483 -2.836  0.14
F: -8.241 -4.674 -2.750  0.14
H: -8.891 -6.625 2.288  0.09
H: -7.614 -6.026 3.376  0.07
H: -8.234 -5.012 2.059  0.08
H: -6.656 -7.623 1.738  0.13
H: -5.991 -6.020 1.438  0.10
C: -4.374 -5.537 8.039  -0.07
C: -3.317 -6.110 7.113  -0.21
O: -3.821 -6.217 5.772  0.01
C: -3.831 -5.058 5.039  -0.32
O: -3.446 -3.974 5.469  0.15
C: -4.345 -5.318 3.625  -0.46
F: -5.478 -6.076 3.607  0.11
F: -3.430 -5.984 2.862  0.15
F: -4.645 -4.174 2.948  0.15
H: -5.294 -6.126 7.986  0.08
H: -4.018 -5.527 9.073  0.08
H: -4.637 -4.513 7.756  0.08
H: -3.059 -7.124 7.436  0.13
H: -2.394 -5.521 7.135  0.13
C: 8.156 -1.166 3.239  -0.07
C: 8.657 -2.558 2.901  -0.20
O: 9.935 -2.492 2.248  0.01
C: 11.019 -2.303 3.065  -0.32
O: 10.943 -2.186 4.286  0.14
C: 12.313 -2.298 2.254  -0.47
F: 12.232 -1.520 1.137  0.14
F: 12.652 -3.547 1.823  0.14
F: 13.383 -1.836 2.960  0.14
H: 8.135 -0.535 2.345  0.02
H: 7.150 -1.210 3.667  0.09
H: 8.814 -0.671 3.960  0.08
H: 7.967 -3.034 2.198  0.13
H: 8.707 -3.199 3.788  0.13

Atomic forces in eV per Å
C 0.7 -0.2 -0.4
C 0.3 2.1 0.7
O -1.7 -2.3 0.8
C 0.7 0.3 -1.3
C 0.7 0.5 0.1
C 1.8 2.1 -0.1
C 1.9 4.5 -2.9
S -4.2 -3.2 6.0
O -0.6 1.5 -5.8
O 6.1 1.2 -2.0
F -0.7 3.2 1.4
C -1.3 -1.1 -1.3
C 0.3 0.9 0.2
C -1.6 -7.1 0.5
O 0.6 9.0 -0.5
I -1.5 -0.2 0.1
C 0.0 0.3 -0.2
N -2.2 2.4 -5.5
C -1.7 -2.5 -0.3
C -1.3 1.4 -1.8
F -3.4 -0.5 3.4
F 2.2 -4.1 -0.1
C 2.0 0.9 1.9
F 4.2 0.2 -3.5
F -3.6 3.8 0.4
F -2.6 -4.2 -1.8
C -0.9 -0.8 -0.8
F -1.6 -4.7 2.5
N 4.1 0.3 6.6
C -1.2 -1.9 0.2
C 0.6 -1.2 2.8
C 0.9 -0.7 -0.6
O 0.4 3.1 1.2
C -2.4 3.9 0.6
C -2.3 1.3 -1.7
C -1.9 -1.5 -3.5
C 2.2 -4.2 -1.0
C 2.9 -1.1 2.9
C 0.6 2.4 2.9
H -2.4 -0.4 0.8
H 0.5 -2.1 -0.6
H -0.4 1.5 -1.7
H 1.3 1.7 -0.9
H 1.3 -2.1 0.7
H 1.1 2.1 -1.2
H 1.3 -0.3 2.6
H -0.2 2.6 -0.2
H -0.1 0.1 2.5
H 1.7 0.2 -2.3
H -1.2 -2.0 -1.5
H -0.3 -1.8 1.5
H -0.9 1.9 1.7
H -1.8 0.7 -1.7
H -0.7 -1.7 -2.2
H 1.3 -2.6 -0.8
H 2.1 -1.4 1.2
H 1.2 1.0 2.2
C 0.4 0.0 -0.2
C -0.5 -0.8 0.1
O 1.0 1.2 -1.5
C -1.8 -2.9 -0.6
O 0.7 2.0 2.2
C 1.3 1.9 0.0
F -1.1 -1.2 -1.2
F 0.1 -1.3 -0.3
F -1.0 -0.6 0.9
H -0.2 0.0 0.0
H 0.1 0.2 0.0
H -0.2 0.0 0.1
H 0.3 0.3 -0.1
H 0.3 0.1 0.0
C -0.4 0.2 -0.1
C 0.2 0.1 0.7
O -0.2 1.3 -1.8
C 1.3 0.7 3.0
O -1.0 -2.3 -1.6
C -1.2 -0.4 -2.4
F 1.1 0.7 0.4
F -0.4 0.5 0.9
F 0.5 -0.9 1.1
H 0.2 -0.1 0.0
H -0.2 -0.1 -0.3
H 0.2 -0.1 0.1
H -0.1 0.1 -0.4
H -0.4 0.0 -0.4
C -0.3 0.3 -0.1
C 0.2 0.1 0.8
O -0.1 1.2 -1.6
C 1.3 1.0 3.0
O -1.1 -2.5 -1.6
C -0.7 0.0 -2.4
F 1.3 0.6 0.8
F -0.5 0.5 1.0
F 0.4 -1.0 1.1
H 0.2 -0.1 0.1
H 0.0 0.0 -0.2
H 0.2 -0.1 0.1
H -0.1 0.1 -0.4
H -0.3 0.0 -0.2
C 0.3 0.3 0.1
C -0.8 0.1 0.4
O 2.0 0.1 0.6
C -2.6 -0.1 2.1
O 0.8 -0.2 -2.9
C 2.3 0.2 -1.3
F -0.3 -0.6 1.1
F -0.7 0.8 0.6
F -1.4 -0.4 -0.3
H -0.1 -0.2 0.1
H 0.1 0.0 -0.1
H -0.1 -0.2 0.0
H 0.4 0.1 -0.1
H 0.2 0.2 -0.1

Computed properties:
E_tot (eV): -141196.5499
Multiplicity: 1
HOMO-LUMO gap (eV): 5.6605
SMILES: CCOCCc1c(S(=O)(=O)F)c(CC(=O)I)c2nc(C(F)(F)C(F)(F)F)c(F)nc2c1COc1ccccc1.CCOC(=O)C(F)(F)F.CCOC(=O)C(F)(F)F.CCOC(=O)C(F)(F)F.CCOC(=O)C(F)(F)F